Entry 1:
Here is one molecule with the formula C4H6BF6N from OMol25. Energies are from ωB97M-V/def2-TZVPD.

Properties
LUMO energy: -0.618 eV
largest force on an atom: 0.16924 hartree/bohr
total charge: 0
energy: -834.80637 Eh
HOMO-LUMO gap: 9.31 eV

Cartesian coordinates (Å):
C  0.49614  1.56910  -0.19828
N  0.69396  0.23280  -0.78195
C  -0.42287  -0.32644  -1.42169
B  2.23210  -0.28934  -0.89233
C  3.34266  0.38669  0.06557
F  4.53499  -0.22782  -0.04087
F  2.95720  0.23151  1.34289
F  3.52948  1.72246  -0.11573
C  2.47669  -1.61816  -1.76008
F  1.98256  -2.79517  -1.15403
F  3.73533  -1.90174  -1.94005
F  1.84675  -1.73765  -2.96226
H  -0.59617  1.57340  -0.59362
H  0.49476  1.51576  0.94522
H  1.15514  2.39585  -0.49506
H  -0.06471  -1.13263  -2.05250
H  -1.07260  -0.70324  -0.66875
H  -0.88711  0.33152  -2.27212



Entry 2:
Here is a 2-piece molecular cluster, C3H11N2S overall from OMol25. Energies are from ωB97M-V/def2-TZVPD.

Properties
<S²>: 0.754
LUMO energy (spin up / spin down): 1.045 / 1.021 eV
largest force on an atom: 0.04875 hartree/bohr
2S+1: 2
total charge: 0
energy: -628.50402 Eh
HOMO-LUMO gap (spin up / spin down): 5.82 / 9.21 eV

Cartesian coordinates (Å):
C  0.56445  1.87833  -0.71684
S  0.34227  0.91373  0.76973
C  0.09525  2.05083  2.10797
H  -0.37538  2.41345  -0.91944
H  1.20125  2.76096  -0.57953
H  0.82750  1.25779  -1.56150
H  -0.81246  1.80012  2.65901
H  -0.02617  3.09047  1.79213
H  0.93921  2.06970  2.79422
N  -0.70754  -2.39129  0.18177
C  -0.85872  -2.12404  -1.14339
N  0.13144  -1.75968  -2.04532
H  0.11985  -2.87948  0.51633
H  -1.54303  -2.59702  0.66787
H  -1.86620  -2.26006  -1.52144
H  -0.23240  -1.47294  -2.92968
H  0.85140  -1.09583  -1.77526



Entry 3:
Here is one molecule with the formula C4H7NS from OMol25. Energies are from ωB97M-V/def2-TZVPD.

Properties
LUMO energy: 0.553 eV
largest force on an atom: 0.11031 hartree/bohr
total charge: 0
energy: -609.37092 Eh
HOMO-LUMO gap: 9.16 eV

Cartesian coordinates (Å):
C  0.12472  -1.09596  -1.07166
N  0.29565  0.19911  -1.85193
C  0.83748  1.31913  -0.84156
C  -0.26608  0.81617  0.20904
S  -0.64460  -0.30618  1.74957
C  0.20468  -0.60296  0.28255
H  0.70521  -1.95575  -1.13059
H  -0.87002  -1.52874  -1.46862
H  0.85649  0.20842  -2.82006
H  0.46573  2.33356  -1.15857
H  1.82331  1.50191  -0.56975
H  -1.37574  0.97909  0.00248
H  1.23426  -0.65164  0.64526



Entry 4:
Here is CH3NO3S as an isolated structure from OMol25. Energies are from ωB97M-V/def2-TZVPD.

Properties
LUMO energy: -0.019 eV
largest force on an atom: 0.06727 hartree/bohr
total charge: 0
energy: -718.44932 Eh
HOMO-LUMO gap: 9.97 eV

Cartesian coordinates (Å):
C  0.23343  0.36762  -0.22757
N  -0.96152  0.42350  -0.67941
O  -0.41060  2.57891  0.64474
O  -1.23240  1.56907  2.69316
O  -2.06013  0.39284  0.01931
S  -1.57746  2.06559  1.39943
H  0.39747  0.02267  0.83826
H  1.25581  0.64295  -0.55620
H  -1.23405  0.83890  -1.63636



Entry 5:
Here is C35H42Cl2CoN2O3P as an isolated structure from OMol25. Energies are from ωB97M-V/def2-TZVPD.

Properties
<S²>: 3.790
LUMO energy (spin up / spin down): 2.036 / 2.006 eV
largest force on an atom: 0.13036 hartree/bohr
2S+1: 4
total charge: -1
energy: -4338.65758 Eh
HOMO-LUMO gap (spin up / spin down): 5.18 / 5.50 eV

Cartesian coordinates (Å):
O  0.19428  1.01545  -1.96736
C  -0.79957  1.20362  -2.72446
C  -0.47795  1.70015  -4.07906
C  0.71143  2.43815  -4.30394
H  1.33632  2.68826  -3.44501
C  1.08048  2.82899  -5.59383
H  2.00891  3.37901  -5.74615
C  0.26437  2.50774  -6.68803
H  0.56196  2.80383  -7.70076
C  -0.93832  1.81224  -6.48049
H  -1.57604  1.57918  -7.33761
C  -1.30498  1.41901  -5.19232
H  -2.23322  0.86986  -5.01520
H  -1.77841  0.77085  -2.52388
C  -2.02648  2.94550  -0.92191
C  -1.82394  1.64976  -0.26248
H  -2.64904  3.63560  -0.33238
H  -2.54571  2.74019  -1.87190
H  -1.07070  3.43184  -1.15237
C  -2.54684  1.10132  0.70795
C  -3.87145  1.59719  1.26870
H  -2.24484  0.17027  1.19818
H  -4.17654  2.54854  0.80609
H  -3.81794  1.75062  2.35326
H  -4.66682  0.86341  1.09495
Co  0.43044  0.60440  -0.24255
Cl  1.97359  2.10114  -0.06488
Cl  -0.32130  -1.40729  -0.59952
H  3.56288  -0.48844  -3.94099
H  5.26572  0.92913  -2.79004
C  2.92930  -0.45304  -3.04548
C  4.62365  0.95143  -1.90012
N  3.76006  -0.21441  -1.88070
H  2.39781  -1.39662  -2.90517
C  3.72306  -1.05294  -0.81552
O  2.99194  -2.02978  -0.70051
H  5.24516  0.94113  -0.99906
H  4.44584  -0.74913  -0.02384
H  2.20328  0.36498  -3.17229
H  4.02688  1.87306  -1.91369
H  -1.09244  -5.75712  1.34376
H  0.19477  -5.46786  -2.26574
C  -1.46757  -5.22726  0.46124
C  -0.50348  -4.75991  -1.79686
N  -0.35743  -4.78834  -0.34874
H  -2.08145  -4.37836  0.79978
C  0.77315  -4.34480  0.25485
O  0.96384  -4.35579  1.47551
H  -0.28763  -3.75514  -2.18557
H  1.53008  -3.95755  -0.46008
H  -2.09296  -5.89042  -0.14826
H  -1.52964  -5.04695  -2.04824
C  -0.38876  3.64612  4.96951
C  0.38408  3.84930  3.82297
C  0.58420  2.80084  2.92534
C  0.04986  1.52633  3.16936
C  -0.81025  1.36285  4.26734
C  -0.99605  2.40542  5.18068
P  0.44908  0.15529  2.00347
C  2.20909  -0.25602  2.36383
C  2.61403  -1.58276  2.20820
C  3.88507  -1.99563  2.59253
C  4.79458  -1.05455  3.08106
C  4.43178  0.29278  3.14971
C  3.14600  0.69481  2.78077
C  -0.32062  -1.27137  2.87406
C  0.19579  -1.67330  4.11944
C  -0.39224  -2.72437  4.82617
C  -1.53113  -3.35634  4.31957
C  -2.05790  -2.95415  3.09068
C  -1.44199  -1.93961  2.36202
H  -0.52477  4.45327  5.69114
H  0.83902  4.82172  3.62868
H  1.17623  2.97198  2.02323
H  -1.32344  0.41451  4.43334
H  -1.61652  2.24052  6.06221
H  1.90364  -2.32760  1.83473
H  4.15099  -3.04951  2.50622
H  5.79114  -1.37624  3.39494
H  5.14727  1.03777  3.49916
H  2.87198  1.74956  2.82617
H  1.07220  -1.17193  4.53808
H  0.04706  -3.04756  5.77151
H  -2.00194  -4.17103  4.87558
H  -2.95037  -3.43883  2.68400
H  -1.81844  -1.70203  1.36674



Entry 6:
Here is one molecule with the formula C18H24N2O3 from OMol25. Energies are from ωB97M-V/def2-TZVPD.

Properties
LUMO energy: 0.736 eV
largest force on an atom: 0.02491 hartree/bohr
total charge: 0
energy: -1035.55178 Eh
HOMO-LUMO gap: 9.62 eV

Cartesian coordinates (Å):
C  -6.77432  -2.47803  -0.98318
C  -6.00780  -1.73121  0.10136
C  -6.31138  -0.23602  0.07635
C  -5.47158  0.54162  1.10273
C  -4.04508  0.57735  0.70174
N  -3.17143  -0.35382  0.87506
C  -2.01388  0.11984  0.30097
C  -0.75156  -0.43994  0.17158
C  0.21881  0.32327  -0.45588
C  1.58142  -0.26359  -0.68562
O  1.76446  -1.11564  -1.53507
N  2.57657  0.22198  0.09530
C  2.35038  1.19734  1.13502
C  3.92951  -0.26267  -0.13099
C  4.94288  0.86971  -0.30699
C  6.31820  0.25284  -0.57758
O  6.71969  -0.60443  0.46412
C  5.82595  -1.68023  0.63240
C  4.41565  -1.19842  0.98091
C  -0.06533  1.59702  -0.96231
C  -1.32281  2.16084  -0.85576
C  -2.28458  1.40438  -0.21441
O  -3.58697  1.68008  0.04932
H  -7.84685  -2.34325  -0.85714
H  -6.49739  -2.11164  -1.96931
H  -6.55474  -3.54174  -0.93993
H  -6.27699  -2.13361  1.08012
H  -4.93564  -1.88305  -0.03135
H  -6.11746  0.16243  -0.92225
H  -7.36786  -0.07413  0.30016
H  -5.83224  1.56886  1.17368
H  -5.55243  0.05706  2.07621
H  -0.53842  -1.42836  0.54403
H  3.02379  1.00515  1.96886
H  2.52256  2.21520  0.77254
H  1.32606  1.12705  1.49647
H  3.87126  -0.83847  -1.06314
H  4.65792  1.51426  -1.13926
H  5.00270  1.46972  0.60233
H  7.08617  1.02682  -0.63818
H  6.29135  -0.30002  -1.52973
H  6.24093  -2.28758  1.43928
H  5.78874  -2.28422  -0.28749
H  3.74459  -2.05236  1.07395
H  4.45083  -0.67076  1.93587
H  0.71945  2.14548  -1.46137
H  -1.54570  3.13765  -1.25347



Entry 7:
Here is one molecule with the formula C6H9NO from OMol25. Energies are from ωB97M-V/def2-TZVPD.

Properties
LUMO energy: 1.014 eV
largest force on an atom: 0.11098 hartree/bohr
total charge: 0
energy: -363.72296 Eh
HOMO-LUMO gap: 9.45 eV

Cartesian coordinates (Å):
C  -2.04464  -0.18910  -0.40278
O  -1.44160  -1.36112  0.20813
C  -0.09397  -0.84466  0.21741
C  1.42890  -1.32402  0.08626
N  1.72904  0.00580  -0.51557
C  0.77544  1.15354  -0.02711
C  -0.94555  1.05492  -0.25163
C  -0.13616  0.46484  0.81845
H  -2.41081  -0.63600  -1.37641
H  -2.82333  0.47536  0.28981
H  -0.08789  -0.48940  -0.91205
H  1.76202  -2.05474  -0.85774
H  2.00691  -1.44056  1.02594
H  2.59794  0.22173  -0.13492
H  1.42808  2.13705  0.21106
H  -1.22154  2.08214  -0.24770
H  -0.52283  0.74420  1.86888



Entry 8:
Here is C26H27CrN3O2S3 as an isolated structure from OMol25. Energies are from ωB97M-V/def2-TZVPD.

Properties
<S²>: 3.797
LUMO energy (spin up / spin down): 2.443 / 2.448 eV
largest force on an atom: 0.04248 hartree/bohr
2S+1: 4
total charge: -1
energy: -3560.89718 Eh
HOMO-LUMO gap (spin up / spin down): 5.59 / 5.60 eV

Cartesian coordinates (Å):
Cr  -0.26807  -0.70489  -0.25846
C  1.87005  1.04980  1.11114
N  1.50615  -0.38761  1.09369
C  1.01974  -0.76308  2.44955
C  -0.04813  -1.83997  2.42276
N  -1.18290  -1.42992  1.56699
C  -1.98755  -0.36268  2.22345
C  -2.09788  -2.54408  1.30436
C  -2.49397  -3.40229  2.32035
C  -3.46838  -4.36199  2.09661
C  -4.05435  -4.45465  0.83959
C  -3.66171  -3.60090  -0.17428
C  -2.67629  -2.62551  0.03523
S  -2.25513  -1.51484  -1.24334
C  2.62418  -1.21505  0.63396
C  3.93876  -0.84635  0.90041
C  5.00923  -1.56017  0.38315
C  4.76448  -2.68153  -0.39799
C  3.46174  -3.07777  -0.64042
C  2.36744  -2.35635  -0.14175
S  0.74717  -2.86657  -0.54698
H  2.59497  1.27136  1.89935
H  0.97630  1.64178  1.29369
H  2.28985  1.32809  0.14634
H  0.60421  0.14059  2.89521
H  1.85134  -1.10074  3.07333
H  -0.37086  -2.03039  3.45188
H  0.35726  -2.76166  2.01457
H  -2.36396  -0.71853  3.18788
H  -2.82709  -0.12533  1.57348
H  -1.40916  0.54868  2.35672
H  -2.05043  -3.32551  3.30564
H  -3.77325  -5.01884  2.90141
H  -4.82909  -5.19032  0.65795
H  -4.11030  -3.65810  -1.15871
H  4.15025  0.02046  1.51175
H  6.02133  -1.22606  0.57316
H  5.58921  -3.23618  -0.83031
H  3.24980  -3.94030  -1.26051
O  -0.95843  2.47687  1.62552
C  -1.14356  2.25203  0.41205
O  -0.97636  1.08745  -0.09949
C  -1.59372  3.36760  -0.48563
C  -2.03601  4.50889  0.19582
C  -2.56462  5.60458  -0.45131
C  -2.65546  5.57217  -1.84288
C  -2.18542  4.48696  -2.54561
C  -1.61077  3.34568  -1.92181
S  -0.93959  2.14936  -2.98998
H  -1.96071  4.49996  1.27551
H  -2.91357  6.46343  0.11009
H  -3.08464  6.41550  -2.37603
H  -2.23222  4.47396  -3.62667
C  1.92662  2.28521  -3.81702
C  2.37910  0.84350  -3.53208
C  1.52792  0.24836  -2.51796
N  0.79946  -0.11202  -1.72266
H  2.54679  2.72107  -4.60007
H  2.00437  2.89781  -2.92006
H  0.88150  2.29932  -4.12763
H  3.41103  0.80764  -3.18046
H  2.31336  0.23204  -4.43245



Which of these has the lowest energy? C35H42Cl2CoN2O3P



Number 3 is which compound? C4H7NS